(1)
Formula: C13H23FIN2O4SV
Source: the OMol25 dataset
Level of theory: ωB97M-V with the def2-TZVPD basis set

Last column: Löwdin charge in e.
Cartesian coordinates (Å):
V -0.0369 -0.2628 0.4763  0.71
C 0.8456 2.6240 1.5048  -0.07
O 1.3227 1.2811 1.3764  -0.32
C 2.6769 1.2216 0.9269  -0.17
C 3.1155 -0.2048 1.1135  -0.13
O 2.1335 -1.0388 0.5006  -0.22
C 2.5483 -2.0116 -0.4611  -0.13
C 1.6253 -1.9048 -1.6490  -0.19
O 0.3034 -1.8853 -1.1384  -0.32
C -0.6791 -2.0672 -2.1666  -0.07
H 1.4838 3.1681 2.2024  0.10
H -0.1648 2.5680 1.9017  0.10
H 0.8345 3.1116 0.5288  0.08
H 3.2945 1.8951 1.5273  0.14
H 2.7155 1.5308 -0.1229  0.13
H 3.1555 -0.4546 2.1754  0.14
H 4.0989 -0.3715 0.6718  0.14
H 2.4794 -2.9998 -0.0008  0.14
H 3.5822 -1.8361 -0.7619  0.14
H 1.7692 -2.7641 -2.3118  0.14
H 1.8069 -0.9873 -2.2191  0.12
H -0.5575 -3.0603 -2.6034  0.10
H -0.5633 -1.3007 -2.9349  0.08
H -1.6488 -1.9678 -1.6913  0.09
F -1.8009 -0.8226 0.2999  -0.47
S 0.0352 1.1814 -1.5319  0.76
C -1.4213 2.0507 -1.7128  -0.64
N -1.4681 3.0234 -2.6588  0.05
C -2.5498 3.7902 -2.9375  -0.06
C -3.7019 3.6107 -2.2390  -0.04
C -3.7188 2.6076 -1.2506  -0.02
C -2.6158 1.8403 -0.9898  -0.05
H -0.6152 3.1658 -3.1843  0.14
H -2.4190 4.5174 -3.7248  0.13
H -4.5660 4.2190 -2.4556  0.12
H -4.6280 2.4313 -0.6900  0.12
H -2.6290 1.0377 -0.2649  0.08
N 0.0649 -2.4504 4.1810  0.19
C -0.1887 -2.1715 2.8974  -0.61
O -0.0480 -1.0263 2.4550  -0.04
C -0.6362 -3.3007 2.0155  -0.57
I -2.6766 -3.7590 2.3860  0.88
H 0.2738 -1.6909 4.8077  0.13
H -0.2052 -3.3360 4.5734  0.11
H -0.0676 -4.2084 2.2002  0.06
H -0.5590 -2.9925 0.9788  0.02

Summary:
Multiplicity: 2
E_tot: -72361.014 eV
Relative energy (zero: lowest compared OMol25 entry of this formula, charge and spin): 0.00 kcal per mole
Expectation value of S²: 0.756
Frontier orbital gap (alpha / beta): 6.687 / 6.130 eV
Total charge: +1


(2)
Formula: C30H34CrN5OS2
Source: the OMol25 dataset
Level of theory: ωB97M-V with the def2-TZVPD basis set

Last column: Löwdin charge in e.
Cartesian coordinates (Å):
Cr -0.1356 -1.1278 0.7160  0.37
C -0.5016 -5.4496 0.4199  -0.02
C -0.3584 -3.9775 0.2042  -0.27
N -0.1044 -3.0599 1.1519  -0.08
N 0.1938 -3.4646 2.4361  0.00
C 0.7200 -2.5742 3.2729  -0.79
N 1.0412 -2.9888 4.5205  0.10
S 1.0262 -0.9982 2.7418  0.81
C -0.4857 -3.3930 -1.0795  -0.25
C -0.7809 -4.0994 -2.2605  -0.02
C -0.8875 -3.4124 -3.4420  -0.07
C -0.6943 -2.0242 -3.4576  -0.05
C -0.3999 -1.3883 -2.2738  -0.10
N -0.3022 -2.0379 -1.1060  0.00
H -0.4882 -5.7441 1.4680  0.06
H 0.2955 -6.0054 -0.0801  0.09
H -1.4519 -5.8021 0.0127  0.09
H 0.0405 -4.4233 2.7049  0.14
H 0.6815 -3.8536 4.8862  0.10
H 1.2739 -2.2739 5.1871  0.10
H -0.9202 -5.1713 -2.2271  0.11
H -1.1151 -3.9411 -4.3587  0.11
H -0.7621 -1.4552 -4.3732  0.10
H -0.2146 -0.3237 -2.2228  0.10
C -1.2633 2.5059 -0.6315  -0.05
C -1.6847 2.6171 0.8357  -0.36
C -0.5007 2.5297 1.8001  -0.06
C -2.8326 1.6760 1.1508  -0.13
C -4.0762 2.2641 1.3674  -0.04
C -5.2059 1.5184 1.6430  -0.08
C -5.0975 0.1421 1.7171  -0.04
C -3.8840 -0.5027 1.5135  -0.14
C -3.8773 -2.0159 1.6390  -0.36
C -3.5731 -2.7084 0.3101  -0.05
C -2.9947 -2.4910 2.7978  -0.06
C -2.7384 0.2705 1.2109  -0.18
N -1.5183 -0.3736 0.9877  -0.06
H -0.4867 3.2420 -0.8517  0.07
H -2.1133 2.6944 -1.2909  0.08
H -0.8565 1.5200 -0.8470  0.04
H -2.1071 3.6176 0.9658  0.12
H 0.0928 1.6355 1.6349  0.02
H -0.8421 2.5426 2.8374  0.08
H 0.1544 3.3906 1.6474  0.08
H -4.1484 3.3442 1.3185  0.11
H -6.1589 2.0052 1.8061  0.10
H -5.9725 -0.4566 1.9430  0.11
H -4.9029 -2.2893 1.9017  0.12
H -2.6093 -2.4034 -0.0870  0.04
H -4.3353 -2.4577 -0.4300  0.09
H -3.5693 -3.7949 0.4366  0.08
H -1.9923 -2.0755 2.7275  0.04
H -2.9205 -3.5831 2.7990  0.08
H -3.4242 -2.1788 3.7518  0.08
C 7.2033 6.6722 -2.8934  -0.08
C 6.1334 5.7087 -2.4393  -0.75
O 5.4055 5.9072 -1.5081  0.04
S 6.0897 4.2235 -3.4407  1.00
C 4.8789 3.2576 -2.5851  -0.55
C 3.5279 3.5697 -2.6779  -0.09
C 2.5890 2.7807 -2.0390  -0.02
C 2.9779 1.6570 -1.3017  -0.24
C 4.3401 1.3560 -1.2149  -0.03
C 5.2811 2.1502 -1.8480  -0.10
C 2.0040 0.8274 -0.6569  -0.10
C 1.1792 0.1271 -0.0988  -0.14
H 6.9468 7.6729 -2.5539  0.08
H 7.3221 6.6546 -3.9759  0.07
H 8.1518 6.3749 -2.4430  0.09
H 3.2145 4.4339 -3.2491  0.11
H 1.5373 3.0238 -2.1114  0.10
H 4.6518 0.4936 -0.6410  0.12
H 6.3343 1.9140 -1.7676  0.10

Summary:
Multiplicity: 2
E_tot: -91250.121 eV
Expectation value of S²: 0.784
Frontier orbital gap (alpha / beta): 6.238 / 6.689 eV
Total charge: 0


(3)
Formula: C26H28EuN2S2Si
Source: the OMol25 dataset
Level of theory: ωB97M-V with the def2-TZVPD basis set

Last column: Löwdin charge in e.
Cartesian coordinates (Å):
C 0.5625 2.2342 0.9692  -0.25
C 0.8478 1.9760 -0.4063  -0.23
C -0.3943 1.9711 -1.1192  -0.24
H 1.8419 1.8625 -0.8474  0.10
C -1.4533 2.2148 -0.1847  -0.25
C -0.8605 2.3722 1.1109  -0.26
H -1.3901 2.5863 2.0394  0.09
H 1.3031 2.3528 1.7618  0.08
H -0.5114 1.8699 -2.1974  0.09
H -2.5190 2.2804 -0.4167  0.09
Eu -0.5355 -0.2081 0.5444  1.62
C -0.0279 -1.6615 -3.4147  -0.24
H -1.1497 -1.5705 -3.3841  0.03
H 0.1404 -1.0155 -2.4856  0.06
H 0.7558 -0.9249 -3.9887  0.04
Si -0.1502 -1.2163 -5.2428  0.56
C 1.4659 -1.2506 -6.1538  -0.32
C 2.3369 -0.1447 -6.2020  -0.10
H 2.0596 0.7898 -5.7007  0.10
C 3.5677 -0.2455 -6.8707  -0.08
H 4.2255 0.6275 -6.9428  0.11
C 3.9511 -1.4626 -7.4498  -0.08
H 4.9153 -1.5498 -7.9516  0.10
C 3.1001 -2.5742 -7.3797  -0.08
H 3.3860 -3.5182 -7.8512  0.11
C 1.8751 -2.4756 -6.7038  -0.11
H 1.2193 -3.3424 -6.5718  0.09
C -1.3627 -0.0249 -5.9288  -0.28
C -1.1478 0.4268 -7.2505  -0.08
H -0.2787 0.0679 -7.8091  0.10
C -2.0386 1.3217 -7.8524  -0.07
H -1.8538 1.6729 -8.8696  0.11
C -3.1626 1.7636 -7.1464  -0.08
H -3.8437 2.4843 -7.5994  0.11
C -3.4231 1.2681 -5.8634  -0.08
H -4.3241 1.5796 -5.3300  0.11
C -2.5371 0.3664 -5.2592  -0.11
H -2.7505 -0.0476 -4.2688  0.08
H 0.3753 -2.6680 -3.2462  0.08
H -0.7141 -2.6746 -5.1312  0.04
C 0.8404 0.2985 4.0466  -0.07
C 0.7749 -1.1457 3.6748  -0.61
N 0.2949 -1.5723 2.5229  -0.08
C 0.2662 -2.9859 2.4143  -0.31
C 0.7942 -3.5937 3.5437  -0.31
S 1.3042 -2.4421 4.7434  1.10
C -0.3969 -3.5840 1.2841  -0.32
C -0.5878 -4.9283 1.0070  -0.32
S -1.6336 -5.1754 -0.3524  1.09
C -1.7912 -3.4220 -0.5048  -0.61
N -1.0832 -2.7409 0.3715  -0.07
C -2.7035 -2.8005 -1.5007  -0.09
H 1.0192 0.3561 5.1305  0.08
H 1.6755 0.7874 3.5158  0.09
H -0.1136 0.8020 3.8070  0.08
H 0.8574 -4.6664 3.6668  0.08
H -0.1435 -5.7283 1.5889  0.08
H -2.2889 -2.9232 -2.5108  0.06
H -3.6707 -3.3246 -1.4739  0.10
H -2.8624 -1.7343 -1.2707  0.08

Summary:
Multiplicity: 7
E_tot: -79261.271 eV
Relative energy (zero: lowest compared OMol25 entry of this formula, charge and spin): 11.69 kcal per mole
Expectation value of S²: 12.017
Frontier orbital gap (alpha / beta): 3.654 / 6.171 eV
Total charge: +1